A structure of composition C30H49KN6O3PS5. Source: the Open Molecules 2025 dataset; level of theory: the ωB97M-V functional and the def2-TZVPD basis.

As for the relative energy (zero: lowest compared OMol25 entry of this formula, charge and spin): 52.1 kcal/mol. As for the HOMO energy: -3.569 eV. The LUMO energy is 0.062 hartree. The value obtained for the total energy is -4659.008316 a.u.

The geometry in ORCA input format:
```
! wB97M-V def2-TZVPD RIJCOSX def2/J DEFGRID3
* xyz -1 1
K -0.028 -0.265 -0.393
C -1.969 -2.054 -1.694
C -0.939 -2.167 -2.644
C -0.741 -0.912 -3.222
C -1.644 -0.027 -2.640
C -2.406 -0.740 -1.695
H -2.381 -2.870 -1.114
H -0.442 -3.086 -2.922
H -0.064 -0.684 -4.035
H -1.768 1.016 -2.883
H -3.222 -0.328 -1.121
N 0.961 -0.848 3.652
N 1.668 0.356 3.814
C 1.613 1.361 2.894
N 2.156 2.543 3.241
N 1.051 1.098 1.742
N 1.112 1.977 0.779
O 0.297 1.871 -0.120
O 2.013 2.825 0.745
H 1.148 -1.191 2.710
H -0.048 -0.680 3.676
H 1.732 0.641 4.784
H 2.534 2.698 4.155
H 2.306 3.187 2.468
C -5.800 2.734 -0.783
S -4.092 2.749 -1.447
C -3.389 3.980 -0.425
C -3.003 3.798 0.869
S -3.163 2.432 1.810
S -2.326 5.280 1.619
C -2.519 6.351 0.268
S -2.125 7.946 0.326
S -3.182 5.580 -1.131
H -6.345 1.986 -1.349
H -6.252 3.715 -0.911
H -5.760 2.466 0.269
C -3.747 -0.704 2.425
C -2.433 -1.064 1.995
N -1.373 -1.366 1.694
H -3.666 -0.020 3.269
H -4.309 -1.594 2.707
H -4.249 -0.172 1.621
O 1.881 -1.490 -0.433
P 3.300 -1.216 -0.719
C 3.463 0.544 -1.282
C 2.642 0.840 -2.530
C 2.368 2.344 -2.632
C 3.528 3.167 -2.058
C 4.856 2.434 -2.221
C 4.869 1.139 -1.394
C 3.974 -2.600 -1.789
C 2.874 -3.227 -2.641
C 2.690 -2.525 -3.978
C 4.004 -2.476 -4.748
C 5.047 -1.727 -3.928
C 5.265 -2.406 -2.581
C 4.233 -1.234 0.915
C 3.648 -2.266 1.886
C 4.313 -3.639 1.827
C 5.821 -3.526 2.007
C 6.390 -2.639 0.909
C 5.764 -1.246 0.954
H 2.948 1.033 -0.447
H 1.693 0.301 -2.496
H 3.192 0.514 -3.416
H 1.460 2.586 -2.083
H 2.200 2.600 -3.680
H 3.350 3.344 -0.998
H 3.579 4.139 -2.550
H 5.680 3.072 -1.892
H 5.017 2.208 -3.279
H 5.233 1.366 -0.389
H 5.559 0.429 -1.854
H 4.180 -3.317 -0.984
H 1.939 -3.193 -2.081
H 3.134 -4.276 -2.820
H 2.326 -1.516 -3.793
H 1.927 -3.048 -4.556
H 3.857 -1.983 -5.713
H 4.358 -3.494 -4.937
H 4.709 -0.704 -3.772
H 5.996 -1.684 -4.471
H 5.994 -1.837 -2.000
H 5.693 -3.399 -2.768
H 3.906 -0.247 1.282
H 2.583 -2.378 1.675
H 3.754 -1.879 2.904
H 4.098 -4.120 0.872
H 3.888 -4.268 2.612
H 6.282 -4.516 1.965
H 6.046 -3.093 2.985
H 6.204 -3.112 -0.055
H 7.472 -2.541 1.026
H 6.168 -0.647 0.138
H 6.068 -0.775 1.895
*
```